No. 1
The following is a quantum chemistry calculation of a molecular structure, C30H25B2F8Mn2N5O10, from the Open Molecules 2025 dataset.

Calculated values
Electronic energy = -145153.5894 eV
Total charge = +2
Lowest unoccupied orbital energy (spin up / spin down) = -10.07 / -10.32 eV
Molecular weight = 899.039 g/mol
HOMO level (spin up / spin down) = -0.510 / -0.510 Ha
Multiplicity = 11
Largest force on an atom = 4.58 eV/A
Orbital gap (spin up / spin down) = 0.1398 / 0.1307 Ha

XYZ file:
```
82
Properties=species:S:1:pos:R:3:forces:R:3:mulliken_charge:R:1
Mn -19.3591 -10.4480 1.7358 -1.036 0.660 1.786 1.3324
Mn -23.2144 -8.9376 -0.1016 0.376 1.415 -2.013 1.0869
B -24.7953 -8.9532 1.7862 -4.015 0.420 1.728 0.6927
F -25.1601 -9.0123 3.0629 0.247 -0.489 1.208 -0.2099
F -23.9667 -7.9206 1.5211 2.327 3.102 -0.502 -0.3154
F -24.0600 -10.0285 1.3224 1.969 -3.512 -0.528 -0.5437
F -25.8542 -8.8415 0.9589 -1.060 -0.007 -1.355 -0.2715
B -20.3796 -7.8916 1.3712 0.663 4.515 0.443 0.8019
F -21.5510 -7.8806 0.6633 -1.455 -0.601 -0.429 1.1308
F -20.3971 -8.7438 2.4575 0.069 -2.041 0.774 -0.5742
F -19.4311 -8.4026 0.4795 1.345 -1.967 -0.136 -0.7140
F -20.0920 -6.6163 1.8325 -0.065 -1.234 -0.586 -0.0754
C -18.7171 -5.6280 -4.2692 -0.471 2.315 -1.576 -0.5728
C -18.6998 -6.5427 -3.2843 0.897 -1.164 0.790 -0.6843
C -19.8288 -7.2038 -2.8951 0.734 -1.641 1.140 0.0265
C -21.0446 -6.9594 -3.4724 -0.369 0.582 -0.150 -0.0818
C -21.1178 -5.9205 -4.3855 0.713 1.217 -1.350 -0.0384
C -19.9234 -5.1780 -4.7852 -1.874 -2.504 0.559 -0.8616
N -22.2542 -7.7171 -3.0210 -1.618 1.518 -1.384 0.9919
O -22.1951 -8.3096 -1.9450 1.092 -1.534 2.633 -0.7775
O -23.3132 -7.6806 -3.5861 1.171 0.515 -0.706 -0.5447
H -17.7977 -5.2213 -4.6637 0.120 0.119 0.097 0.4653
H -17.7289 -6.8239 -2.9038 -0.065 -0.244 0.295 0.6107
H -19.6462 -8.0353 -2.2306 -0.488 0.005 0.309 0.3834
H -22.0516 -5.7051 -4.8836 -0.134 0.158 0.122 0.4554
H -19.9684 -4.4832 -5.6109 -0.187 0.169 0.188 0.5125
C -23.8168 -9.7752 7.0968 0.011 0.035 2.657 -0.3725
C -22.7846 -10.4667 7.6912 1.325 -0.279 -0.674 -0.7931
C -21.8183 -11.0276 6.8763 0.842 -0.780 1.273 -0.2776
C -21.8881 -10.8825 5.5188 0.537 0.709 -0.902 -0.0249
C -22.9571 -10.2040 4.9673 -0.843 -1.167 -1.732 0.4742
C -24.0033 -9.7793 5.7503 0.111 1.082 -0.616 -0.8345
N -20.7593 -11.4040 4.7028 -0.516 -2.203 2.774 0.8719
O -20.6400 -11.1359 3.4891 0.541 1.069 -2.262 -0.6684
O -20.0535 -12.2255 5.2446 -0.108 1.188 -0.971 -0.4695
H -24.3847 -9.2445 7.8466 -0.934 0.136 -0.513 0.4296
H -22.5910 -10.5171 8.7524 -0.449 0.130 0.081 0.4159
H -20.9985 -11.5613 7.3340 0.118 0.034 -0.049 0.4507
H -23.1409 -10.2834 3.9060 0.284 0.437 -0.224 0.2948
H -24.8762 -9.3029 5.3292 0.112 -0.128 -0.228 0.5446
C -17.3903 -5.8442 0.1622 1.370 -0.174 1.065 0.2854
C -16.9718 -4.7004 -0.5130 1.621 -0.619 1.082 -0.3483
C -15.9311 -3.9412 0.0802 -0.116 0.784 1.379 -0.5138
C -15.4272 -4.1945 1.3873 -2.083 -0.608 -2.317 -0.0619
C -15.8225 -5.4070 1.9888 1.165 1.012 0.577 -0.2590
C -16.7547 -6.2243 1.4030 -0.909 0.549 -2.274 -0.6692
N -14.5184 -3.2348 2.0590 0.881 0.449 0.687 0.8820
O -14.5778 -2.0213 1.8576 -0.567 -1.732 -0.458 -0.5283
O -13.7338 -3.7494 2.8415 -0.427 0.071 -0.328 -0.5399
H -18.0595 -6.5504 -0.3068 -0.221 0.144 -0.010 0.1045
H -17.2359 -4.5289 -1.5461 -0.343 0.292 0.098 0.4176
H -15.5355 -3.0554 -0.3944 -0.095 0.079 -0.283 0.4045
H -15.2869 -5.6637 2.8908 -0.191 -0.234 0.206 0.4803
H -16.9359 -7.2340 1.7410 -0.105 0.090 0.514 0.2472
C -19.2517 -1.9407 0.2630 1.925 1.142 1.956 -0.5443
C -19.8139 -2.9736 0.9566 -0.766 -0.679 -0.602 -0.7157
C -20.7170 -3.7479 0.2631 -0.151 -1.473 0.085 0.4199
C -21.0504 -3.4918 -1.0739 0.826 1.558 0.895 0.0616
C -20.3850 -2.4787 -1.7603 1.064 -0.055 0.558 -0.3411
C -19.3959 -1.7203 -1.0494 -2.238 -0.638 -2.973 -0.8901
N -22.1053 -4.2285 -1.7190 -0.597 0.646 -3.742 0.9003
O -22.3570 -5.3620 -1.3922 -0.133 -1.134 1.419 -0.5170
O -22.6300 -3.7470 -2.7511 1.035 -0.170 2.048 -0.5715
H -18.5531 -1.3473 0.8342 0.194 0.325 -0.138 0.3970
H -19.4666 -3.1582 1.9624 -0.383 -0.255 0.065 0.4784
H -21.0325 -4.6956 0.6738 -0.550 0.162 0.278 0.2226
H -20.4945 -2.3943 -2.8314 -0.311 0.340 0.033 0.5409
H -18.8726 -0.9567 -1.6057 0.145 0.061 0.212 0.4743
C -23.2348 -5.8603 3.7361 -0.988 -1.014 0.243 -0.6292
C -24.5040 -6.1726 4.2977 0.874 0.238 -0.607 -0.3680
C -24.6455 -6.3395 5.6590 0.084 0.021 0.532 -0.4524
C -23.5466 -6.1485 6.4995 0.619 0.099 -1.133 0.0698
C -22.2826 -5.9172 5.9360 -0.704 -0.217 0.884 -0.8847
C -22.1322 -5.8193 4.5415 0.258 -0.429 1.384 -0.3867
N -23.7327 -6.2111 7.9777 2.063 0.184 0.908 1.0266
O -22.7544 -6.4530 8.7047 -0.628 -0.076 -1.530 -0.5866
O -24.8053 -5.9370 8.4269 -1.262 -0.049 -0.294 -0.5564
H -23.0222 -5.8625 2.6773 -0.580 0.248 -0.205 0.6056
H -25.3565 -6.3581 3.6611 -0.025 0.131 -0.070 0.5126
H -25.5772 -6.6779 6.0877 -0.203 0.271 0.001 0.5192
H -21.4786 -5.8546 6.6545 0.354 0.041 -0.232 0.4776
H -21.1521 -5.8783 4.0917 0.182 0.586 0.119 0.5698
```
Positions in Å, forces in eV/Å.

No. 2
The following is a quantum chemistry calculation of a molecular structure, C30H25BCoN3O7, from the Open Molecules 2025 dataset.

Calculated values
Electronic energy = -88624.5848 eV
Total charge = -1
Lowest unoccupied orbital energy (spin up / spin down) = 2.37 / 1.47 eV
Molecular weight = 609.289 g/mol
HOMO level (spin up / spin down) = -0.093 / -0.181 Ha
Multiplicity = 4
Largest force on an atom = 2.65 eV/A
Orbital gap (spin up / spin down) = 0.1804 / 0.2353 Ha

XYZ file:
```
67
Properties=species:S:1:pos:R:3:forces:R:3:mulliken_charge:R:1
Co 0.5157 1.8041 0.2010 -0.665 -0.661 -0.581 -0.4827
O 4.6905 1.9316 4.3796 -0.825 0.082 -0.710 -0.6537
C 3.8438 1.9435 3.4978 1.002 -0.079 0.491 0.6139
C 4.0740 1.9445 2.0256 -1.066 -0.004 -0.444 -0.6186
O 5.1804 1.9598 1.4635 0.957 0.066 -0.616 -0.7383
C 2.7426 1.8764 1.4250 2.612 -0.062 -0.455 0.9977
C 1.7405 1.8190 2.4337 -1.131 -0.122 1.951 0.6494
O 0.5161 1.6766 2.0297 -0.074 0.224 1.456 -0.8259
C 2.3228 1.9019 3.7458 -0.755 -0.025 -0.108 -0.5235
O 1.7942 1.9481 4.8550 -0.169 -0.016 0.071 -0.6987
O 2.3545 1.8101 0.2148 1.396 0.084 0.300 -0.4364
C 1.3012 1.8916 -3.8715 0.091 0.057 -0.053 -1.0353
C -0.0062 1.9087 -4.4039 -0.083 0.006 0.240 -0.5697
C -1.0631 1.8861 -3.5429 -0.028 0.041 -0.143 -1.0886
C -0.8435 1.8333 -2.1461 0.016 -0.005 -0.018 0.4454
N 0.4471 1.7808 -1.6504 -0.366 -0.086 -1.078 0.7973
C 1.4642 1.8256 -2.5067 0.350 -0.079 -0.284 -0.2735
C -1.8343 1.8693 -1.1523 -0.048 0.047 0.058 0.7544
C -3.2307 1.9120 -1.3751 -0.049 0.001 -0.084 -1.1608
C -4.0906 1.9326 -0.3173 0.242 -0.037 0.055 -0.4338
C -3.5590 1.9299 0.9867 -0.130 0.024 -0.015 -1.1180
C -2.1918 1.8973 1.1479 -0.250 -0.012 0.353 -0.1698
N -1.3382 1.8648 0.1332 -1.085 -0.209 -0.458 1.0665
H 2.1597 1.9602 -4.5173 0.164 -0.071 -0.014 0.4490
H -0.1599 1.9492 -5.4726 -0.055 0.028 -0.066 0.4251
H -2.0764 1.9431 -3.9077 -0.092 -0.066 -0.084 0.3783
H 2.4501 1.8266 -2.0648 0.046 -0.061 0.095 0.5122
H -3.5976 1.9275 -2.3893 -0.073 -0.045 -0.081 0.3688
H -5.1597 1.9377 -0.4725 -0.080 0.050 -0.043 0.4237
H -4.2069 1.9491 1.8461 -0.012 0.001 0.162 0.4459
H -1.7532 1.8933 2.1349 0.112 -0.047 0.039 0.5289
C 0.5249 6.7235 0.1777 0.006 -0.863 -0.008 -0.0877
C 0.5261 5.9922 -1.0082 -0.012 0.766 0.362 -1.0416
C 0.5178 4.6201 -0.9574 -0.042 -0.670 0.316 0.1129
N 0.4963 3.9069 0.1834 0.202 1.475 0.087 0.4771
C 0.4991 4.6209 1.3245 -0.049 -0.630 -0.306 -0.2134
C 0.5179 5.9963 1.3664 -0.002 0.761 -0.365 -1.0319
H 0.5306 7.8012 0.1726 0.020 0.137 0.025 0.4096
H 0.5390 6.4825 -1.9698 -0.004 0.037 -0.066 0.4554
H 0.5286 4.0612 -1.8787 0.002 -0.106 -0.039 0.1066
H 0.4832 4.0605 2.2467 -0.002 -0.204 0.046 0.6052
H 0.5317 6.5009 2.3201 -0.016 -0.016 0.102 0.4080
C -0.5264 -6.7589 1.4610 -0.050 0.061 -0.119 -1.6529
C -0.9185 -5.9627 0.2110 -0.099 -0.191 -0.007 2.0682
C -2.4409 -5.8242 0.2081 0.206 -0.002 0.004 -2.1370
C -0.5221 -6.7592 -1.0379 -0.049 0.061 0.120 -1.6469
C -0.2068 -4.6161 0.2126 0.107 -0.032 -0.021 0.6093
C 1.1894 -4.5887 0.2154 -0.109 -0.098 0.010 -0.4758
C 1.9200 -3.4100 0.2191 0.054 0.450 0.001 -2.0108
C 1.2108 -2.2255 0.2178 -0.861 -0.581 0.008 0.7656
O 1.6382 -0.9404 0.2206 0.658 0.148 0.007 -0.5520
B 0.5049 -0.1363 0.2101 -0.125 0.617 -0.125 2.0124
O -0.6317 -0.9508 0.1982 -0.506 0.120 0.011 -0.7523
C -0.1890 -2.2342 0.2080 0.861 -0.496 0.007 0.3219
C -0.9092 -3.4126 0.2091 0.011 0.402 -0.011 -0.8177
H -1.0399 -7.7182 1.4660 -0.071 -0.163 0.022 0.4453
H -0.8042 -6.2147 2.3592 -0.022 0.076 0.155 0.3910
H 0.5413 -6.9477 1.4958 0.185 -0.019 0.022 0.3275
H -2.8939 -6.8133 0.2078 -0.054 -0.123 0.001 0.4409
H -2.7855 -5.2980 -0.6770 -0.105 0.116 -0.125 0.3967
H -2.7877 -5.2976 1.0920 -0.108 0.116 0.124 0.4007
H -1.0353 -7.7186 -1.0439 -0.073 -0.165 -0.021 0.4451
H 0.5457 -6.9485 -1.0690 0.185 -0.017 -0.020 0.3269
H -0.7972 -6.2162 -1.9379 -0.023 0.080 -0.152 0.3883
H 1.7401 -5.5188 0.2144 0.008 -0.086 0.009 0.3709
H 2.9994 -3.4188 0.2233 0.083 0.035 0.011 0.5090
H -1.9849 -3.3697 0.2084 -0.153 -0.021 -0.006 0.5964
```
Positions in Å, forces in eV/Å.